Version one
DFT (wB97M-V/def2-TZVPD) results for a single C5H7N3O2S molecule.

Last column: natural (NBO) charge in e.
CARTESIAN COORDINATES (ANGSTROEM)
H  1.20  1.55  3.21  0.388
N  0.66  1.53  2.35  -0.738
C  0.51  0.55  1.59  0.252
S  0.80  -1.13  1.86  0.429
C  0.47  -1.42  0.24  -0.257
N  0.40  -2.70  -0.17  0.483
O  0.63  -3.56  0.68  -0.420
O  -0.03  -2.92  -1.34  -0.477
C  -0.08  -0.29  -0.45  0.352
C  -0.31  -0.35  -1.86  -0.691
N  -0.07  0.77  0.29  -0.370
C  -0.70  2.05  0.10  -0.433
H  -0.91  -1.26  -2.00  0.297
H  0.57  -0.65  -2.45  0.272
H  -0.71  0.58  -2.21  0.217
H  -1.51  2.03  -0.68  0.220
H  -1.00  2.41  1.08  0.259
H  0.06  2.81  -0.22  0.218

The structure (SMILES) is [H]/N=c1\sc([N+](=O)[O-])c(C)n1C. The value obtained for the LUMO energy is -0.3 eV.


Version two
DFT (wB97M-V/def2-TZVPD) results for a single C5H7N3O2S molecule.

Last column: natural (NBO) charge in e.
CARTESIAN COORDINATES (ANGSTROEM)
C  -0.73  -2.29  -0.21  -0.780
S  -0.60  -0.76  -1.25  1.914
N  -2.04  -0.53  -1.60  -1.149
O  0.41  -1.11  -2.25  -0.951
C  0.25  0.71  -0.39  0.278
N  0.99  0.43  0.59  -0.509
C  1.45  1.44  1.44  0.055
C  1.16  2.72  1.16  -0.353
C  0.49  3.09  -0.12  0.642
O  0.21  4.13  -0.62  -0.566
N  -0.02  1.91  -0.79  -0.598
H  -1.82  -2.49  -0.37  0.268
H  -0.01  -2.86  -0.66  0.245
H  -0.57  -2.26  0.86  0.250
H  -2.19  0.06  -2.38  0.380
H  2.14  1.24  2.17  0.207
H  1.44  3.62  1.82  0.243
H  -0.43  2.11  -1.67  0.426

The structure (SMILES) is C[S@](=N)(=O)c1nccc(=O)[nH]1. The value obtained for the LUMO energy is 0.1 eV.


The structure with the most favorable energy is version two; the runner-up is 1.175 eV above it.


Version one
DFT (wB97M-V/def2-TZVPD) results for 6 unconnected molecules or ions with the total composition C2H16O6.

Last column: natural (NBO) charge in e.
CARTESIAN COORDINATES (ANGSTROEM)
C  2.01  1.97  0.74  -0.254
O  1.97  1.46  -0.60  -0.750
H  1.88  3.07  0.74  0.179
H  1.26  1.46  1.43  0.168
H  2.96  1.76  1.15  0.182
H  1.04  1.53  -0.79  0.500
C  -1.63  -0.32  1.24  -0.237
O  -2.16  -1.54  0.96  -0.735
H  -1.45  -0.10  2.33  0.156
H  -0.67  -0.19  0.74  0.140
H  -2.36  0.48  0.98  0.180
H  -1.53  -2.19  1.22  0.493
O  -1.44  -0.57  -1.85  -1.004
H  -0.46  -0.89  -1.65  0.499
H  -1.95  -1.11  -1.26  0.484
O  1.15  -1.15  -1.15  -0.987
H  1.67  -1.60  -1.81  0.491
H  1.67  -0.33  -0.97  0.516
O  -1.04  2.14  -1.25  -0.999
H  -1.78  2.65  -0.88  0.473
H  -1.42  1.27  -1.51  0.511
O  0.54  -2.66  1.04  -0.976
H  0.64  -1.82  0.57  0.494
H  1.08  -3.30  0.61  0.476

The structure (SMILES) is CO.CO.O.O.O.O. The value obtained for the LUMO energy is 0.3 eV.


Version two
DFT (wB97M-V/def2-TZVPD) results for 7 unconnected molecules or ions with the total composition C2H16O6.

Last column: natural (NBO) charge in e.
CARTESIAN COORDINATES (ANGSTROEM)
C  -2.07  -1.87  0.26  -0.401
C  -2.28  -0.69  -0.31  -0.410
H  -1.16  -2.41  0.55  0.183
H  -3.01  -2.37  0.57  0.197
H  -1.58  0.07  -0.68  0.215
H  -3.41  -0.54  -0.40  0.211
O  0.86  1.43  -1.59  -1.031
H  0.70  0.55  -2.01  0.504
H  1.83  1.37  -1.21  0.512
O  0.83  -1.21  -1.73  -0.948
H  -0.11  -1.24  -1.50  0.477
H  1.14  -1.22  -0.82  0.484
O  -0.86  0.68  2.20  -0.991
H  -1.75  0.72  2.61  0.477
H  -1.02  1.22  1.42  0.504
O  3.19  0.63  -0.57  -0.953
H  3.47  -0.03  -1.21  0.482
H  2.89  0.06  0.21  0.510
O  -0.81  2.68  0.11  -1.026
H  -0.29  3.31  0.71  0.467
H  -0.03  2.32  -0.56  0.521
O  1.49  -1.03  1.18  -0.999
H  1.19  -1.95  1.20  0.484
H  0.79  -0.47  1.59  0.529

The structure (SMILES) is C=C.O.O.O.O.O.O. The value obtained for the LUMO energy is 0.3 eV.


The structure with the most favorable energy is version one; the runner-up is 0.343 eV above it.


Version one
DFT (wB97M-V/def2-TZVPD) results for 2 unconnected molecules or ions with the total composition C3H4N2O2.

Last column: Mulliken spin population.
CARTESIAN COORDINATES (ANGSTROEM)
C  -1.17  -2.24  -0.17  -0.001
C  -1.42  0.31  0.13  -0.005
C  -1.17  -1.09  0.19  0.007
N  -0.63  1.20  -0.30  0.006
N  2.40  0.05  -0.32  1.023
O  1.79  1.06  0.31  0.260
O  3.59  -0.07  -0.16  0.743
H  0.76  1.24  -0.01  -0.034
H  -0.88  -3.23  0.05  0.000
H  -2.49  0.61  0.46  0.000
H  -0.79  2.16  -0.17  0.001

The spin multiplicity is 3. The value obtained for the LUMO energy (spin up / spin down) is -1.1 / -1.1 eV. The expectation value of S² is 2.01.


Version two
DFT (wB97M-V/def2-TZVPD) results for a single C3H4N2O2 molecule.

Last column: Mulliken spin population.
CARTESIAN COORDINATES (ANGSTROEM)
C  0.30  -1.06  -0.08  0.343
C  -1.01  -0.97  -0.09  -0.036
C  1.26  0.04  0.04  0.001
N  -1.75  0.00  0.41  0.665
N  -1.72  1.21  0.49  0.819
O  2.29  -0.03  0.59  0.052
O  0.92  1.16  -0.58  0.017
H  0.74  -1.98  -0.09  0.025
H  -1.59  -1.92  -0.33  0.006
H  -1.02  1.79  -0.04  0.108
H  1.57  1.75  -0.33  -0.001

The spin multiplicity is 3. The value obtained for the LUMO energy (spin up / spin down) is 0.7 / -1.7 eV. The expectation value of S² is 2.03.


The structure with the most favorable energy is version two; the runner-up is 4.150 eV above it.